Density functional theory data (wB97M-V/def2-TZVPD) for an isolated ion of composition C5H7N and charge +1 at a distorted geometry.

The calculation puts the gap between HOMO and LUMO (alpha / beta) at 11.4 / 7.2 eV. The energy above the lowest of the compared OMol25 structures with the same formula, charge and spin is 106.93 kJ/mol. The expectation value of S² is 0.7651. Its HOMO energy (alpha / beta) is -15.100 / -15.058 eV.

```
! RIJCOSX wB97M-V def2-TZVPD def2/J DEFGRID3
* xyz 1 2
C 0.5956 1.4561 -1.5680
C 0.0686 0.3931 -0.6009
C -0.9266 0.4790 0.3286
N -0.9021 -0.5487 1.1946
C 0.2650 -1.3273 0.9256
C 0.7907 -0.7500 -0.2142
H -0.2169 1.8731 -2.0942
H 1.2733 2.1960 -1.1212
H 1.3182 0.8668 -2.1340
H -1.7224 1.2333 0.5203
H -1.4701 -0.6066 2.0041
H 0.4712 -2.1566 1.5914
H 1.9016 -1.0705 -0.3552
*
```

Partial charges, Löwdin, in e: number 1, C, carries 0.020; number 2, C, carries -0.177; number 3, C, carries 0.031; number 4, N, carries 0.100; number 5, C, carries 0.074; number 6, C, carries -0.003; number 7, H, carries 0.078; number 8, H, carries 0.112; number 9, H, carries 0.093; number 10, H, carries 0.181; number 11, H, carries 0.160; number 12, H, carries 0.151; number 13, H, carries 0.178